DFT (ωB97M-V/def2-TZVPD) results for a cluster of 12 separate species, C48H78N12 in total in a non-equilibrium geometry.

Computed properties:
Highest occupied orbital energy, eV: -8.11
SMILES string: c1cc[nH]c1.c1cc[nH]c1.c1cc[nH]c1.CCCC#N.CCCC#N.CCCC#N.CCCC#N.CCCC#N.CCCC#N.CCCC#N.CCCC#N.CCCC#N
Frontier orbital gap, eV: 8.17

Each atom is followed by the atoms it is bonded to, with distances in Å.
CARTESIAN COORDINATES (ANGSTROEM)
1 C -3.49006 -6.13571 -0.35330  C2 1.507, H6 1.090, H7 1.090, H8 1.090
2 C -4.19113 -5.63532 -1.59049  C1 1.507, C3 1.514, H9 1.090, H10 1.090
3 C -4.71246 -6.74690 -2.47678  C2 1.514, C4 1.497, H11 1.090, H12 1.090
4 C -3.69830 -7.74808 -2.93427  C3 1.497, N5 1.167
5 N -2.89669 -8.50428 -3.31922  C4 1.167
6 H -2.57101 -6.65463 -0.62563  C1 1.090
7 H -4.07153 -6.84887 0.23099  C1 1.090
8 H -3.25233 -5.35058 0.36445  C1 1.090
9 H -3.66823 -4.91506 -2.21969  C2 1.090
10 H -5.01170 -4.95562 -1.36072  C2 1.090
11 H -5.13631 -6.35679 -3.40213  C3 1.090
12 H -5.48801 -7.30229 -1.94937  C3 1.090
13 C 9.26261 -1.42933 3.37542  C14 1.487, H18 1.090, H19 1.090, H20 1.090
14 C 8.31761 -0.90514 2.35377  C13 1.487, C15 1.629, H21 1.090, H22 1.090
15 C 7.52987 0.44097 2.82268  C14 1.629, C16 1.388, H23 1.090, H24 1.090
16 C 6.87489 0.41584 4.04620  C15 1.388, N17 1.173
17 N 6.34864 0.36510 5.09372  C16 1.173
18 H 9.77749 -2.34194 3.07517  C13 1.090
19 H 8.73273 -1.66797 4.29758  C13 1.090
20 H 9.92486 -0.64464 3.74117  C13 1.090
21 H 7.64732 -1.68795 1.99879  C14 1.090
22 H 8.79022 -0.55807 1.43492  C14 1.090
23 H 6.71802 0.57456 2.10773  C15 1.090
24 H 8.23179 1.27425 2.79039  C15 1.090
25 C 0.77030 -1.03476 -7.20139  C26 1.491, H30 1.090, H31 1.090, H32 1.090
26 C 1.21283 0.38344 -7.33193  C25 1.491, C27 1.549, H33 1.090, H34 1.090
27 C 2.46397 0.71233 -6.48053  C26 1.549, C28 1.455, H35 1.090, H36 1.090
28 C 3.61839 -0.15371 -6.66956  C27 1.455, N29 1.193
29 N 4.57556 -0.85267 -6.80613  C28 1.193
30 H 0.61454 -1.05254 -6.12273  C25 1.090
31 H 1.53396 -1.76826 -7.46007  C25 1.090
32 H -0.15740 -1.20031 -7.74916  C25 1.090
33 H 0.31998 0.95973 -7.08944  C26 1.090
34 H 1.45484 0.57699 -8.37695  C26 1.090
35 H 2.15126 0.77225 -5.43807  C27 1.090
36 H 2.69848 1.74737 -6.72909  C27 1.090
37 C -4.06176 -4.16877 7.40891  C38 1.551, H42 1.090, H43 1.090, H44 1.090
38 C -4.88037 -3.26032 8.36330  C37 1.551, C39 1.578, H45 1.090, H46 1.090
39 C -6.25212 -2.69258 7.82871  C38 1.578, C40 1.460, H47 1.090, H48 1.090
40 C -6.25973 -2.05737 6.51395  C39 1.460, N41 1.195
41 N -6.25005 -1.54866 5.43256  C40 1.195
42 H -3.39400 -4.81571 7.97783  C37 1.090
43 H -3.47082 -3.50473 6.77807  C37 1.090
44 H -4.59755 -4.88664 6.78788  C37 1.090
45 H -4.31095 -2.41315 8.74562  C38 1.090
46 H -5.18687 -3.76184 9.28125  C38 1.090
47 H -6.60155 -1.93160 8.52649  C39 1.090
48 H -6.99500 -3.49001 7.81071  C39 1.090
49 C -3.32388 7.24271 -3.73573  C50 1.510, H54 1.090, H55 1.090, H56 1.090
50 C -4.45678 6.44751 -4.33941  C49 1.510, C51 1.573, H57 1.090, H58 1.090
51 C -4.02568 5.18732 -5.17708  C50 1.573, C52 1.458, H59 1.090, H60 1.090
52 C -2.84934 4.49875 -4.65830  C51 1.458, N53 1.167
53 N -1.93954 3.95072 -4.17589  C52 1.167
54 H -3.68286 8.00933 -3.04906  C49 1.090
55 H -2.70746 7.61792 -4.55264  C49 1.090
56 H -2.63218 6.65496 -3.13223  C49 1.090
57 H -5.19092 7.02684 -4.89934  C50 1.090
58 H -4.98227 6.05894 -3.46707  C50 1.090
59 H -3.80238 5.56294 -6.17565  C51 1.090
60 H -4.88988 4.52780 -5.09775  C51 1.090
61 C 0.83082 6.27344 0.77290  C62 1.581, H66 1.090, H67 1.090, H68 1.090
62 C 1.16103 4.84580 0.18029  C61 1.581, C63 1.533, H69 1.090, H70 1.090
63 C 2.06060 4.88459 -1.06028  C62 1.533, C64 1.522, H71 1.090, H72 1.090
64 C 3.35404 5.67733 -0.93514  C63 1.522, N65 1.153
65 N 4.31291 6.31457 -0.87882  C64 1.153
66 H 1.76381 6.72078 1.11571  C61 1.090
67 H 0.07230 6.30998 1.55483  C61 1.090
68 H 0.59080 6.96731 -0.03274  C61 1.090
69 H 0.25043 4.29628 -0.05830  C62 1.090
70 H 1.68139 4.20931 0.89596  C62 1.090
71 H 1.54370 5.24863 -1.94820  C63 1.090
72 H 2.53916 3.91307 -1.18365  C63 1.090
73 C 8.87076 4.13615 -6.50235  C74 1.506, H78 1.090, H79 1.090, H80 1.090
74 C 7.89437 3.14119 -5.93363  C73 1.506, C75 1.561, H81 1.090, H82 1.090
75 C 8.36342 2.49357 -4.59299  C74 1.561, C76 1.492, H83 1.090, H84 1.090
76 C 7.33688 1.77955 -3.77852  C75 1.492, N77 1.155
77 N 6.50965 1.24566 -3.17446  C76 1.155
78 H 8.52641 4.53914 -7.45478  C73 1.090
79 H 9.79331 3.62687 -6.78095  C73 1.090
80 H 9.07020 4.97555 -5.83622  C73 1.090
81 H 7.48803 2.37324 -6.59184  C74 1.090
82 H 6.99889 3.72658 -5.72499  C74 1.090
83 H 8.84237 3.20633 -3.92167  C75 1.090
84 H 9.23637 1.88273 -4.82307  C75 1.090
85 C 1.41922 -5.10344 -2.75609  C86 1.591, H90 1.090, H91 1.090, H92 1.090
86 C 2.74093 -4.87664 -3.61263  C85 1.591, C87 1.564, H93 1.090, H94 1.090
87 C 3.87899 -5.85046 -3.16378  C86 1.564, C88 1.438, H95 1.090, H96 1.090
88 C 3.52370 -7.23814 -3.29380  C87 1.438, N89 1.178
89 N 3.19719 -8.36325 -3.41873  C88 1.178
90 H 1.49665 -4.68586 -1.75224  C85 1.090
91 H 1.07846 -6.13845 -2.78314  C85 1.090
92 H 0.56359 -4.53139 -3.11493  C85 1.090
93 H 3.05829 -3.84445 -3.46440  C86 1.090
94 H 2.53712 -4.95503 -4.68053  C86 1.090
95 H 3.95288 -5.64737 -2.09541  C87 1.090
96 H 4.79002 -5.60818 -3.71098  C87 1.090
97 C -6.03144 4.13880 4.61196  C98 1.560, H102 1.090, H103 1.090, H104 1.090
98 C -4.71059 3.32282 4.76392  C97 1.560, C99 1.625, H105 1.090, H106 1.090
99 C -4.09036 2.62414 3.43464  C98 1.625, C100 1.419, H107 1.090, H108 1.090
100 C -4.29308 3.40493 2.26735  C99 1.419, N101 1.150
101 N -4.41686 4.03305 1.31247  C100 1.150
102 H -6.06462 5.01246 3.96102  C97 1.090
103 H -6.39655 4.38166 5.60986  C97 1.090
104 H -6.83253 3.45694 4.32669  C97 1.090
105 H -4.85440 2.55797 5.52709  C98 1.090
106 H -3.92576 3.88300 5.27219  C98 1.090
107 H -4.48712 1.61731 3.30432  C99 1.090
108 H -3.00123 2.58072 3.43669  C99 1.090
109 N -9.00524 0.68405 -2.62609  C110 1.344, C113 1.420, H114 1.010
110 C -9.75078 -0.34705 -2.19276  N109 1.344, C111 1.368, H115 1.080
111 C -9.05537 -1.12932 -1.31186  C110 1.368, C112 1.368, H116 1.080
112 C -7.83281 -0.54653 -1.12204  C111 1.368, C113 1.398, H117 1.080
113 C -7.79293 0.62217 -1.88858  N109 1.420, C112 1.398, H118 1.080
114 H -9.28026 1.45365 -3.21955  N109 1.010
115 H -10.69267 -0.38790 -2.71960  C110 1.080
116 H -9.42055 -2.00463 -0.79526  C111 1.080
117 H -7.07666 -0.85773 -0.41650  C112 1.080
118 H -6.98261 1.32182 -2.03099  C113 1.080
119 N 2.61056 -1.13825 8.62042  C120 1.337, C123 1.362, H124 1.010
120 C 1.58870 -1.99552 8.53576  N119 1.337, C121 1.355, H125 1.080
121 C 1.19901 -2.42105 9.76150  C120 1.355, C122 1.413, H126 1.080
122 C 2.09293 -1.83845 10.68819  C121 1.413, C123 1.404, H127 1.080
123 C 2.92433 -0.99102 9.93791  N119 1.362, C122 1.404, H128 1.080
124 H 3.19438 -0.83701 7.85328  N119 1.010
125 H 1.17561 -2.29147 7.58278  C120 1.080
126 H 0.36005 -3.06770 9.97220  C121 1.080
127 H 2.06301 -1.95472 11.76149  C122 1.080
128 H 3.79633 -0.40550 10.18929  C123 1.080
129 N 1.95438 -0.65721 0.19211  C130 1.361, C133 1.374, H134 1.010
130 C 1.75620 -1.16537 1.43899  N129 1.361, C131 1.413, H135 1.080
131 C 0.37059 -1.27122 1.69564  C130 1.413, C132 1.375, H136 1.080
132 C -0.25381 -0.76745 0.57955  C131 1.375, C133 1.393, H137 1.080
133 C 0.71744 -0.41531 -0.35502  N129 1.374, C132 1.393, H138 1.080
134 H 2.83612 -0.48904 -0.27087  N129 1.010
135 H 2.51719 -1.46863 2.14278  C130 1.080
136 H -0.16642 -1.67076 2.54322  C131 1.080
137 H -1.32458 -0.88260 0.49835  C132 1.080
138 H 0.77294 -0.06424 -1.37486  C133 1.080